Entry from the OMol25 dataset: C6H12N2O3S as an isolated structure in a non-equilibrium geometry (ωB97M-V/def2-TZVPD).

Atoms and positions in Å:
C 1.60716 -1.63730 -0.37500
C -4.06691 0.82601 -1.04831
C 3.18079 -0.18041 1.61157
C 2.73081 1.46186 -0.33596
C -4.05015 -0.99002 0.27199
C 3.24900 0.02395 0.02582
N 2.54564 -0.98012 -0.63393
N -3.40216 -0.06860 -0.63135
O 0.70655 -2.34497 -0.34346
O -1.01139 0.20386 0.69899
O -0.55820 0.29930 -1.71073
S -1.11811 -0.44854 -0.61380
H -5.16299 1.03326 -0.84367
H -3.48925 1.54234 -1.75372
H 2.98497 -1.26606 1.64372
H 4.06142 0.34377 2.07889
H 2.21465 0.30800 2.03520
H 1.67163 1.40883 -0.02101
H 2.78787 1.80428 -1.37723
H 3.28651 2.26456 0.24362
H -3.36499 -0.81257 1.09199
H -5.15382 -0.81860 0.56980
H -3.92213 -1.98661 -0.17491
H 4.27309 0.01377 -0.40851

The calculation puts the energy relative to the best compared isomer or geometry (same formula, charge and spin) at 90.2 kcal per mole. The value obtained for the total energy is -26371.926 eV. The calculation puts the gap between HOMO and LUMO at 10.3640 eV.

These are the Löwdin partial charges, in e, on atoms 1 to 5: -0.4032, -0.0734, -0.0377, -0.0649, -0.1138

Entry from the OMol25 dataset: a 3-piece molecular cluster, C4H7NOS2 overall in a non-equilibrium geometry (ωB97M-V/def2-TZVPD).

Atoms and positions in Å:
C -1.09362 -0.09170 -0.35431
C 0.23869 -0.58369 0.19158
C 2.23942 -0.36191 -0.27146
C 1.24283 0.40064 0.56042
H -4.46189 -0.87737 0.19239
H -1.18587 0.49785 -1.36280
H 0.09766 -1.32138 0.95586
H 2.83555 -0.95243 0.74538
H 3.07436 0.06373 -1.02919
H 1.46375 0.33643 1.77278
H -1.17573 1.82666 -0.14848
N -2.08214 -0.28048 0.39410
O 1.13787 -1.21063 -1.01420
S -3.43988 0.60117 -0.34461
S 1.10902 1.95309 -0.28748

The calculation puts the energy relative to the best compared isomer or geometry (same formula, charge and spin) at 237.6 kcal per mole. The value obtained for the total energy is -29459.487 eV. The calculation puts the gap between HOMO and LUMO at 7.1104 eV.

These are the Löwdin partial charges, in e, on atoms 1 to 5: -0.4576, -0.2946, -0.2399, -0.7822, 0.0887

Entry from the OMol25 dataset: a 10-piece molecular cluster, C6H36N2O9 overall in a non-equilibrium geometry (ωB97M-V/def2-TZVPD).

Atoms and positions in Å:
C 1.94369 0.53335 2.95189
C 0.76115 0.86026 2.05309
C 1.28335 0.81441 0.57771
C 1.92274 2.16628 0.15972
C 1.13329 3.26790 -0.50346
C 0.13834 2.83180 -1.60363
N 0.92478 2.02201 -2.58526
N -0.38100 -0.13311 2.20461
H 1.83833 -0.52559 3.25218
H 1.71209 0.93370 3.95077
H 2.90766 0.86745 2.59499
H 0.40832 1.88802 2.21252
H 2.02709 0.02465 0.54733
H 0.51332 0.51651 -0.14882
H 2.84835 1.93790 -0.37962
H 2.37390 2.56203 1.07898
H 0.56419 3.88327 0.20497
H 1.80469 3.98349 -0.99794
H -0.68151 2.30022 -1.13286
H -0.30793 3.68128 -2.12544
H 0.26653 1.56923 -3.22427
H 1.48709 1.36105 -2.04588
H 1.56850 2.51316 -3.21089
H -0.99084 -0.02550 3.01652
H -1.02729 0.01604 1.43651
H 0.15850 -1.00461 2.29737
H -4.17548 1.38937 2.70675
H -3.94526 2.55490 1.79543
O -3.58462 1.68512 2.00512
H -2.21172 -2.83796 2.61468
H -2.76059 -1.74684 1.58540
O -1.96441 -2.16054 1.97719
H 1.12453 -2.88183 -1.62335
H 0.99861 -3.17052 -3.08975
O 1.34181 -2.50216 -2.49167
H 2.41539 -2.97855 1.98729
H 1.56444 -3.91864 1.28475
O 1.64508 -2.96376 1.39650
H -0.89496 -2.97508 -0.35367
H -1.44047 -3.90448 -1.45266
O -0.62578 -3.51414 -1.10549
H -3.08438 -1.67743 -2.98935
H -3.46594 -1.53820 -1.47173
O -2.82069 -1.30533 -2.14845
H 2.85232 -0.92876 -2.11241
H 4.17963 -0.18127 -2.37495
O 3.23503 -0.05873 -2.28100
H -1.19049 -0.57149 -2.25226
H 0.36782 -1.00254 -2.43028
O -0.25912 -0.26533 -2.26033
H -3.74242 0.22509 0.74806
H -4.84911 -0.88538 0.93742
O -3.90657 -0.73072 0.81765

The value obtained for the total energy is -28201.019 eV. As for the charge: +2. The calculation puts the gap between HOMO and LUMO at 11.1905 eV.

These are the Löwdin partial charges, in e, on atoms 1 to 5: -0.0222, -0.3148, -0.1497, -0.1944, -0.1695